# 1
The following is a DFT calculation (the ωB97M-V functional and the def2-TZVPD basis) of a molecular structure, C33H66N3O15P2S4.

The net charge is +1.

Atoms and positions in Å:
C  2.22  3.99  1.79
O  2.73  3.44  2.99
C  3.98  2.78  2.87
C  3.84  1.30  3.16
C  3.13  0.62  1.99
C  3.08  -0.92  2.10
C  1.78  -1.52  1.48
C  0.92  -2.21  2.58
C  -0.55  -1.94  2.37
C  -1.27  -1.48  3.64
O  -0.73  -1.48  4.72
C  -2.67  -1.01  3.40
C  -3.63  -1.99  3.12
C  -4.93  -1.60  2.84
C  -5.25  -0.25  2.84
C  -4.30  0.72  3.14
C  -2.99  0.34  3.42
N  1.34  -3.66  2.39
C  0.51  -4.68  3.13
O  0.48  -4.29  4.47
N  1.58  -4.94  5.20
O  2.27  -4.16  5.68
C  1.83  -3.96  0.97
P  0.89  -5.42  0.17
O  1.24  -5.32  -1.40
O  -0.67  -5.23  0.44
P  3.49  -4.79  1.18
O  3.94  -5.16  -0.16
O  3.33  -6.07  2.10
O  4.50  -3.78  1.89
C  1.92  -2.52  0.30
C  0.64  -2.42  -0.55
N  0.37  -1.05  -1.00
C  3.11  -2.32  -0.65
C  3.40  -0.84  -1.00
C  3.41  -0.53  -2.50
C  3.36  0.98  -2.68
O  2.74  1.39  -3.91
C  2.30  2.69  -3.73
C  0.90  2.87  -3.22
O  3.02  3.61  -3.99
H  2.59  3.48  0.90
H  1.13  3.86  1.80
H  2.40  5.06  1.72
H  4.67  3.25  3.58
H  4.43  2.94  1.88
H  3.17  1.25  4.02
H  4.81  0.85  3.39
H  3.62  0.92  1.07
H  2.13  1.05  1.94
H  3.96  -1.30  1.60
H  3.19  -1.16  3.16
H  1.21  -0.66  1.16
H  1.28  -1.91  3.56
H  -0.74  -1.16  1.63
H  -1.12  -2.81  2.01
H  -3.34  -3.03  3.12
H  -5.67  -2.35  2.59
H  -6.25  0.07  2.61
H  -4.54  1.77  3.12
H  -2.20  1.05  3.63
H  2.21  -3.66  2.94
H  0.93  -5.68  3.05
H  -0.51  -4.70  2.77
H  1.23  -6.23  -1.75
H  -1.22  -4.63  -0.21
H  2.57  -6.59  1.80
H  4.91  -4.22  2.66
H  0.75  -3.03  -1.44
H  -0.23  -2.76  0.01
H  0.30  -1.01  -2.00
H  -0.50  -0.72  -0.60
H  2.86  -2.86  -1.57
H  4.03  -2.76  -0.30
H  2.69  -0.18  -0.52
H  4.39  -0.60  -0.62
H  2.59  -1.04  -3.02
H  4.34  -0.87  -2.94
H  2.81  1.43  -1.84
H  4.37  1.39  -2.64
H  0.39  1.94  -3.01
H  0.85  3.51  -2.34
H  0.35  3.35  -4.04
C  -3.08  2.26  -3.66
S  -2.48  0.93  -2.61
O  -1.45  1.51  -1.70
C  -1.60  0.05  -3.91
H  -3.62  2.96  -3.03
H  -2.23  2.77  -4.12
H  -3.74  1.85  -4.42
H  -0.85  0.70  -4.37
H  -2.31  -0.29  -4.66
H  -1.11  -0.81  -3.47
C  -4.64  5.85  1.99
S  -4.15  4.58  0.81
O  -4.42  3.26  1.45
C  -2.39  4.89  0.93
H  -5.72  5.80  2.10
H  -4.16  5.65  2.95
H  -4.35  6.82  1.61
H  -2.07  4.76  1.96
H  -2.19  5.90  0.58
H  -1.88  4.18  0.29
C  -3.96  -3.00  -2.71
S  -3.11  -4.37  -1.94
O  -1.90  -3.78  -1.25
C  -2.51  -5.14  -3.44
H  -4.37  -2.37  -1.92
H  -3.25  -2.43  -3.32
H  -4.77  -3.39  -3.33
H  -1.90  -4.43  -4.00
H  -3.36  -5.47  -4.04
H  -1.91  -6.00  -3.16
C  -2.17  6.63  -4.21
S  -1.39  5.89  -2.77
O  -2.03  6.47  -1.56
C  0.20  6.71  -2.98
H  -3.20  6.28  -4.25
H  -2.16  7.72  -4.11
H  -1.64  6.32  -5.11
H  0.05  7.79  -2.97
H  0.65  6.39  -3.92
H  0.84  6.42  -2.15

---

# 2
The following is a DFT calculation (the ωB97M-V functional and the def2-TZVPD basis) of 11 unconnected molecules or ions with the total composition C33H66O11.

The net charge is 0. The SMILES is CC(C)=O.CC(C)=O.CC(C)=O.CC(C)=O.CC(C)=O.CC(C)=O.CC(C)=O.CC(C)=O.CC(C)=O.CC(C)=O.CC(C)=O. The relative energy (zero: lowest compared OMol25 entry of this formula, charge and spin) is 15.8 kJ/mol.

Atoms and positions in Å:
C  -17.20  -2.30  6.47
C  -16.37  -3.56  6.42
C  -16.24  -4.27  5.09
O  -15.80  -3.97  7.41
H  -16.91  -1.74  7.36
H  -18.26  -2.54  6.50
H  -16.95  -1.75  5.57
H  -16.80  -3.76  4.30
H  -16.77  -5.21  5.24
H  -15.22  -4.42  4.75
C  -18.88  1.24  -1.41
C  -20.00  0.95  -0.45
C  -21.22  1.82  -0.56
O  -19.93  0.03  0.34
H  -19.18  0.78  -2.35
H  -17.96  0.78  -1.07
H  -18.71  2.32  -1.40
H  -22.06  1.39  -0.01
H  -21.48  2.04  -1.59
H  -20.99  2.75  -0.02
C  -18.74  -4.11  -2.74
C  -17.55  -3.21  -2.68
C  -17.83  -1.73  -2.57
O  -16.42  -3.63  -2.68
H  -18.45  -5.15  -2.88
H  -19.37  -3.78  -3.58
H  -19.39  -4.01  -1.87
H  -18.56  -1.54  -1.79
H  -18.25  -1.36  -3.52
H  -16.92  -1.17  -2.38
C  -12.55  -2.08  -2.11
C  -13.79  -1.90  -1.27
C  -13.75  -2.44  0.13
O  -14.73  -1.24  -1.65
H  -11.81  -1.32  -1.84
H  -12.75  -1.99  -3.18
H  -12.10  -3.06  -1.94
H  -13.59  -3.52  0.13
H  -14.70  -2.20  0.60
H  -12.93  -1.99  0.69
C  -17.56  -6.46  2.89
C  -18.24  -7.61  2.22
C  -18.85  -8.63  3.16
O  -18.29  -7.73  1.02
H  -17.26  -5.72  2.15
H  -16.71  -6.83  3.46
H  -18.29  -6.00  3.56
H  -19.93  -8.52  3.21
H  -18.47  -8.49  4.17
H  -18.55  -9.62  2.79
C  -14.06  0.61  2.60
C  -14.49  1.29  1.32
C  -15.84  0.93  0.79
O  -13.75  2.03  0.73
H  -13.05  0.91  2.86
H  -14.08  -0.48  2.48
H  -14.77  0.87  3.39
H  -15.82  -0.13  0.49
H  -16.15  1.48  -0.09
H  -16.61  0.98  1.57
C  -18.07  -2.53  1.40
C  -18.70  -2.30  2.73
C  -18.61  -0.90  3.27
O  -19.19  -3.20  3.37
H  -17.91  -3.58  1.18
H  -17.13  -1.97  1.36
H  -18.74  -2.10  0.65
H  -18.67  -0.17  2.47
H  -17.61  -0.84  3.71
H  -19.36  -0.66  4.02
C  -22.04  -6.79  6.96
C  -20.86  -6.57  6.05
C  -20.75  -5.20  5.41
O  -19.99  -7.40  5.91
H  -22.96  -6.49  6.44
H  -21.91  -6.18  7.85
H  -22.11  -7.84  7.22
H  -20.97  -4.43  6.17
H  -21.45  -5.04  4.60
H  -19.74  -5.02  5.07
C  -20.69  -5.14  0.76
C  -22.01  -4.37  0.88
C  -23.02  -4.81  1.91
O  -22.28  -3.47  0.11
H  -20.82  -5.84  -0.06
H  -20.51  -5.68  1.68
H  -20.01  -4.34  0.47
H  -23.98  -4.96  1.41
H  -23.13  -4.06  2.70
H  -22.73  -5.74  2.40
C  -14.01  -7.32  0.86
C  -14.74  -6.00  0.85
C  -15.62  -5.72  -0.32
O  -14.60  -5.20  1.76
H  -13.88  -7.63  1.90
H  -13.06  -7.34  0.33
H  -14.68  -8.07  0.44
H  -16.37  -6.52  -0.37
H  -15.06  -5.67  -1.25
H  -16.21  -4.82  -0.16
C  -22.00  -1.44  9.17
C  -21.52  -0.53  8.07
C  -20.27  -0.93  7.35
O  -22.10  0.49  7.80
H  -21.18  -1.73  9.83
H  -22.44  -2.34  8.73
H  -22.77  -0.94  9.75
H  -20.06  -0.27  6.50
H  -20.32  -1.96  6.99
H  -19.42  -0.81  8.03

---

# 3
The following is a DFT calculation (the ωB97M-V functional and the def2-TZVPD basis) of 11 unconnected molecules or ions with the total composition C33H66O29.

The net charge is 0. The SMILES is COC(=O)OC.COC(=O)OC.COC(=O)OC.COC(=O)OC.COC(=O)OC.COC(=O)OC.COC(=O)OC.COC(=O)OC.COC(=O)OC.CC(C)=O.CC(C)=O.

Atoms and positions in Å:
C  0.56  -2.13  3.84
O  1.10  -1.74  2.58
C  1.04  -2.60  1.57
O  0.58  -3.81  1.62
O  1.68  -2.07  0.48
C  2.07  -2.80  -0.69
H  -0.53  -2.14  3.78
H  0.90  -1.48  4.64
H  0.85  -3.17  4.04
H  1.39  -2.71  -1.53
H  2.19  -3.85  -0.40
H  3.06  -2.41  -0.93
C  2.13  4.34  0.83
O  3.36  4.94  0.65
C  3.66  6.11  1.25
O  2.89  6.71  2.01
O  4.86  6.64  0.78
C  5.45  7.71  1.52
H  1.42  5.08  0.45
H  1.96  4.01  1.85
H  2.17  3.48  0.15
H  6.26  8.09  0.90
H  5.75  7.39  2.51
H  4.70  8.49  1.60
C  5.35  -0.52  -3.13
O  4.11  -0.01  -3.73
C  3.94  -0.02  -5.07
O  4.74  -0.47  -5.87
O  2.75  0.60  -5.45
C  1.85  1.27  -4.58
H  6.21  0.04  -3.48
H  5.57  -1.56  -3.37
H  5.32  -0.50  -2.04
H  1.93  0.88  -3.57
H  0.84  1.12  -4.95
H  2.01  2.34  -4.67
C  -2.24  -4.95  -5.22
O  -1.52  -4.63  -4.09
C  -1.33  -5.61  -3.27
O  -1.63  -6.81  -3.40
O  -0.81  -5.09  -2.15
C  -0.56  -5.79  -0.94
H  -3.03  -5.70  -5.13
H  -1.61  -5.33  -6.02
H  -2.72  -4.04  -5.58
H  -0.22  -6.79  -1.21
H  -1.44  -5.77  -0.29
H  0.23  -5.34  -0.35
C  -3.85  -0.93  5.08
O  -4.54  -1.16  3.86
C  -5.82  -1.63  3.80
O  -6.45  -2.09  4.71
O  -6.26  -1.68  2.54
C  -5.65  -0.98  1.48
H  -3.37  0.04  4.94
H  -3.04  -1.64  5.24
H  -4.48  -0.97  5.97
H  -5.46  0.07  1.72
H  -6.24  -0.95  0.57
H  -4.67  -1.43  1.30
C  -2.65  1.61  -2.36
O  -1.45  1.00  -2.87
C  -1.49  -0.23  -3.43
O  -2.44  -0.77  -4.00
O  -0.27  -0.68  -3.38
C  0.08  -1.98  -3.86
H  -2.96  1.00  -1.52
H  -3.36  1.48  -3.18
H  -2.54  2.63  -2.00
H  -0.12  -2.81  -3.19
H  1.17  -1.94  -3.96
H  -0.36  -2.20  -4.84
C  0.71  2.18  3.43
O  1.61  1.70  2.45
C  2.89  1.38  2.82
O  3.45  1.71  3.84
O  3.48  0.69  1.75
C  4.87  0.50  1.65
H  0.55  1.40  4.18
H  -0.29  2.24  3.00
H  1.15  3.11  3.77
H  4.94  -0.45  1.14
H  5.42  0.37  2.58
H  5.31  1.26  1.01
C  -3.75  2.85  2.59
O  -3.66  3.51  1.39
C  -2.52  4.19  1.12
O  -1.55  4.31  1.88
O  -2.63  4.63  -0.14
C  -1.58  5.38  -0.74
H  -4.73  2.41  2.76
H  -3.64  3.43  3.51
H  -3.03  2.04  2.60
H  -1.01  4.71  -1.39
H  -0.90  6.00  -0.16
H  -2.23  6.08  -1.27
C  -2.15  -2.42  -0.11
O  -1.35  -1.22  -0.20
C  -1.60  -0.18  0.66
O  -2.33  -0.13  1.63
O  -0.71  0.84  0.31
C  0.57  0.72  -0.32
H  -2.25  -2.89  0.87
H  -1.80  -3.18  -0.82
H  -3.18  -2.24  -0.43
H  0.68  0.10  -1.20
H  1.33  0.34  0.36
H  0.87  1.73  -0.59
C  -1.86  -5.90  3.10
C  -2.64  -6.68  4.13
C  -2.98  -8.10  3.81
O  -2.96  -6.15  5.20
H  -1.44  -5.09  3.70
H  -2.35  -5.31  2.33
H  -1.06  -6.56  2.76
H  -3.67  -8.05  2.97
H  -3.47  -8.50  4.70
H  -2.13  -8.73  3.55
C  3.31  4.09  -2.77
C  1.83  4.43  -2.78
C  1.40  5.87  -3.00
O  0.96  3.61  -2.50
H  3.60  3.14  -2.32
H  3.91  4.90  -2.36
H  3.63  4.04  -3.81
H  2.06  6.27  -3.78
H  1.56  6.46  -2.10
H  0.36  5.99  -3.31

---

# 4
The following is a DFT calculation (the ωB97M-V functional and the def2-TZVPD basis) of a molecular structure, C33H67AlO25.

The net charge is +2. The relative energy (zero: lowest compared OMol25 entry of this formula, charge and spin) is 25.4 kJ/mol.

Atoms and positions in Å:
Al  -1.57  4.30  -0.38
C  0.12  0.69  -0.09
O  -0.01  1.84  -0.73
H  0.07  0.87  1.01
H  -0.60  -0.09  -0.38
H  1.12  0.20  -0.15
C  -4.85  4.87  4.45
C  -4.16  4.12  3.29
O  -4.06  2.73  3.59
C  -3.34  1.98  2.79
O  -2.77  2.31  1.77
O  -3.37  0.75  3.28
C  -2.53  -0.22  2.68
H  -4.28  4.70  5.36
H  -5.89  4.60  4.60
H  -4.72  5.92  4.19
H  -3.26  4.58  2.87
H  -4.87  4.23  2.46
H  -2.69  -0.39  1.62
H  -2.62  -1.18  3.19
H  -1.47  0.05  2.73
C  -2.41  0.92  -4.09
C  -2.69  0.04  -2.86
O  -3.94  0.40  -2.27
C  -4.10  1.39  -1.42
O  -3.24  2.21  -1.17
O  -5.31  1.31  -0.92
C  -5.69  2.15  0.15
H  -3.33  1.12  -4.63
H  -1.67  0.45  -4.74
H  -1.97  1.85  -3.74
H  -1.75  0.13  -2.32
H  -2.79  -1.02  -3.06
H  -5.17  3.10  0.23
H  -5.51  1.76  1.16
H  -6.78  2.21  0.11
C  -1.92  -2.67  -0.14
C  -2.95  -3.71  0.33
O  -2.32  -4.80  0.99
C  -1.96  -4.63  2.26
O  -2.32  -3.68  2.92
O  -1.11  -5.55  2.60
C  -0.28  -5.21  3.72
H  -2.35  -2.07  -0.94
H  -1.05  -3.26  -0.42
H  -1.69  -1.92  0.62
H  -3.44  -4.20  -0.51
H  -3.70  -3.30  1.01
H  -0.84  -4.58  4.40
H  0.40  -4.45  3.31
H  0.32  -5.96  4.21
C  0.70  1.21  4.68
C  0.40  2.21  3.59
O  1.01  3.46  3.91
C  0.86  4.44  3.03
O  0.15  4.40  2.04
O  1.53  5.47  3.43
C  1.38  6.73  2.79
H  0.09  0.32  4.52
H  0.55  1.60  5.68
H  1.70  0.74  4.72
H  -0.69  2.33  3.62
H  0.74  1.81  2.64
H  1.70  7.57  3.41
H  0.32  6.92  2.61
H  2.00  6.80  1.89
C  1.13  2.89  -7.04
C  1.23  1.39  -6.91
O  2.59  0.96  -6.81
C  3.24  0.79  -5.65
O  4.34  0.35  -5.58
O  2.43  1.11  -4.62
C  2.87  0.82  -3.33
H  1.77  3.35  -7.79
H  1.39  3.37  -6.10
H  0.08  3.12  -7.25
H  0.83  0.86  -7.77
H  0.70  1.10  -5.99
H  2.38  1.33  -2.50
H  3.93  1.06  -3.27
H  2.76  -0.25  -3.09
C  4.05  -2.56  7.10
C  2.71  -2.21  6.53
O  2.78  -2.22  5.11
C  1.72  -1.78  4.44
O  0.78  -1.27  5.00
O  1.86  -1.93  3.14
C  0.72  -1.67  2.35
H  4.88  -2.07  6.58
H  4.28  -3.62  6.97
H  4.13  -2.17  8.11
H  2.46  -1.20  6.87
H  1.96  -2.86  6.98
H  0.97  -0.90  1.62
H  -0.07  -1.15  2.89
H  0.28  -2.57  1.91
C  5.41  -2.83  -2.18
C  6.10  -1.50  -1.87
O  5.22  -0.42  -1.43
C  4.80  -0.48  -0.18
O  4.94  -1.35  0.62
O  4.26  0.72  0.12
C  3.73  0.88  1.43
H  6.15  -3.44  -2.71
H  4.56  -2.63  -2.84
H  5.00  -3.30  -1.29
H  6.58  -1.12  -2.77
H  6.84  -1.58  -1.09
H  3.16  0.03  1.80
H  3.03  1.71  1.32
H  4.50  0.98  2.19
C  -2.04  -2.86  -7.63
C  -2.30  -2.19  -6.28
O  -1.09  -1.78  -5.61
C  -0.67  -2.56  -4.61
O  -1.16  -3.63  -4.34
O  0.41  -2.08  -4.03
C  0.88  -2.54  -2.78
H  -2.02  -3.94  -7.49
H  -1.12  -2.48  -8.07
H  -2.76  -2.49  -8.37
H  -2.96  -2.74  -5.61
H  -2.80  -1.25  -6.52
H  1.68  -3.28  -2.84
H  0.06  -3.04  -2.27
H  1.25  -1.83  -2.04

---

HOMO? In order: -0.379 -0.348 -0.355 -0.545 hartree.
Strongest force on any atom? In order: 3.244 1.654 5.572 2.731 eV/Å.
E_LUMO? In order: -3.2812 0.3093 0.1761 -12.5241 eV.